<1>
CHI3S | ωB97M-V/def2-TZVPD

The spin multiplicity is 1. The value obtained for the LUMO energy (spin up / spin down) is -0.083 / -0.087 hartree. The HOMO-LUMO gap (spin up / spin down) is 6.3 / 5.8 eV. As for the HOMO energy (spin up / spin down): -8.60 / -8.19 eV.

Last column: Mulliken charge in e.
Atoms and positions in Å:
I (-1.149, 2.072, -0.910)  0.136
I (-2.242, -0.931, 0.671)  0.116
I (2.876, 1.160, 0.758)  -0.256
S (0.582, 0.399, -0.717)  -0.056
C (-0.218, -0.904, -0.160)  -0.307
H (0.152, -1.796, 0.357)  0.368

***

<2>
CHI3S | ωB97M-V/def2-TZVPD

The spin multiplicity is 1. The value obtained for the LUMO energy is -0.035 hartree. The HOMO-LUMO gap is 8.1 eV. As for the HOMO energy: -9.08 eV.

Last column: Mulliken charge in e.
Atoms and positions in Å:
I (-2.670, 0.418, 0.233)  0.049
I (-0.041, -1.588, -1.432)  0.222
I (2.437, -0.293, 0.869)  0.064
S (-0.646, 0.186, 1.346)  0.005
C (0.383, 0.149, -0.208)  -0.840
H (0.536, 1.129, -0.808)  0.499

***

Which is most stable, and by how much? <2>, by 33.0 kcal/mol.

***

<1>
CHI3S | ωB97M-V/def2-TZVPD

The spin multiplicity is 1. The value obtained for the LUMO energy is -0.094 hartree. The HOMO-LUMO gap is 5.6 eV. As for the HOMO energy: -8.14 eV.

Last column: Mulliken charge in e.
Atoms and positions in Å:
I (-1.183, -1.855, 0.527)  0.222
I (2.788, 0.514, 0.506)  0.101
I (0.090, -0.018, -2.308)  0.239
S (0.936, 0.879, 1.837)  -0.279
C (-0.859, -0.038, -0.432)  -0.681
H (-1.772, 0.518, -0.131)  0.398

***

<2>
CHI3S | ωB97M-V/def2-TZVPD

The spin multiplicity is 1. The value obtained for the LUMO energy (spin up / spin down) is -0.122 / -0.122 hartree. The HOMO-LUMO gap (spin up / spin down) is 3.9 / 3.9 eV. As for the HOMO energy (spin up / spin down): -7.19 / -7.19 eV.

Last column: Mulliken charge in e.
Atoms and positions in Å:
I (-0.954, -0.382, 2.370)  0.243
I (1.332, -2.376, -0.732)  0.016
I (-0.994, 0.892, -1.199)  0.400
S (1.936, -0.974, -2.487)  -0.462
C (-0.752, 0.981, 0.819)  -0.619
H (-0.568, 1.858, 1.230)  0.422

***

Which is most stable, and by how much? <1>, by 24.7 kcal/mol.

***

<1>
C4H4N2O2 | ωB97M-V/def2-TZVPD

The spin multiplicity is 1. The SMILES is O=[N+]([O-])c1cc[nH]c1. The value obtained for the LUMO energy is 0.011 hartree. The HOMO-LUMO gap is 9.6 eV. As for the HOMO energy: -9.29 eV.

Last column: Mulliken charge in e.
Atoms and positions in Å:
O (-1.953, 0.774, 0.824)  -0.513
O (-2.103, -0.693, -0.768)  -0.502
N (2.012, -0.671, 0.240)  0.042
N (-1.459, -0.006, -0.002)  0.791
C (0.777, 1.055, -0.322)  -0.481
C (0.723, -1.035, 0.263)  -0.559
C (2.092, 0.637, -0.220)  -0.200
C (-0.028, -0.015, -0.081)  0.504
H (0.668, 2.179, -0.686)  0.246
H (2.858, -1.107, 0.248)  0.156
H (0.443, -2.077, 0.772)  0.279
H (3.228, 1.248, -0.289)  0.238

***

<2>
C4H4N2O2 | ωB97M-V/def2-TZVPD

The spin multiplicity is 1. The value obtained for the LUMO energy is -0.034 hartree. The HOMO-LUMO gap is 8.1 eV. As for the HOMO energy: -8.97 eV.

Last column: Mulliken charge in e.
Atoms and positions in Å:
O (-2.021, 0.669, -0.543)  -0.440
O (2.187, -0.957, 0.431)  -0.513
N (-1.091, -0.635, 1.441)  -0.708
N (0.347, -0.497, 1.668)  -0.192
C (-0.631, 1.021, -1.431)  -0.221
C (-1.147, -0.160, 0.213)  0.408
C (-0.126, -0.202, -0.597)  0.431
C (0.909, -0.285, 0.421)  -0.086
H (-0.521, 2.131, -1.418)  0.275
H (0.463, -1.876, 2.097)  0.404
H (2.747, 0.129, 0.090)  0.422
H (-1.115, 0.661, -2.371)  0.220

***

Which is most stable, and by how much? <1>, by 112.8 kcal/mol.

***

<1>
C4H4N2O2 | ωB97M-V/def2-TZVPD

The spin multiplicity is 1. The SMILES is C1=NOC2=NOC[C@@H]12. The value obtained for the LUMO energy is 0.016 hartree. The HOMO-LUMO gap is 9.6 eV. As for the HOMO energy: -9.20 eV.

Last column: Mulliken charge in e.
Atoms and positions in Å:
O (-1.446, -1.576, 0.024)  -0.240
O (1.860, -0.823, -0.131)  -0.214
N (0.865, -1.757, -0.147)  -0.377
N (-2.270, -0.456, -0.268)  -0.273
C (1.320, 0.570, -0.173)  -0.462
C (-0.172, -1.172, 0.226)  0.363
C (-1.458, 0.559, -0.173)  -0.404
C (-0.140, 0.307, 0.399)  0.424
H (2.008, 1.201, 0.378)  0.263
H (-0.102, 0.654, 1.431)  0.310
H (-1.924, 1.563, -0.355)  0.363
H (1.458, 0.930, -1.210)  0.246

***

<2>
C4H4N2O2 | ωB97M-V/def2-TZVPD

The spin multiplicity is 1. The SMILES is Cc1cc(=O)nno1. The value obtained for the LUMO energy is -0.029 hartree. The HOMO-LUMO gap is 8.9 eV. As for the HOMO energy: -9.67 eV.

Last column: Mulliken charge in e.
Atoms and positions in Å:
O (-0.101, -1.111, -0.894)  -0.239
O (2.742, 1.544, -0.271)  -0.567
N (1.358, -1.329, -1.212)  -0.007
N (2.174, -0.646, -0.489)  -0.151
C (-1.775, -0.171, 0.240)  -1.087
C (0.425, 0.730, 0.544)  -0.497
C (-0.434, -0.183, -0.129)  0.871
C (1.774, 0.670, 0.049)  0.341
H (0.139, 1.407, 1.289)  0.397
H (-2.513, -0.543, -0.634)  0.302
H (-2.097, 0.751, 0.679)  0.362
H (-1.691, -1.118, 0.829)  0.274

***

Which is most stable, and by how much? <1>, by 5.7 kcal/mol.